ORCA calculation (ωB97M-V with the def2-TZVPD basis set) on a molecular structure, Br2H2N2 at a distorted geometry.

Each line ends with the Löwdin charge.
CARTESIAN COORDINATES (ANGSTROEM)
N  0.19583  -1.19082  -0.56212  -0.564
Br  0.26188  1.90355  0.15351  0.591
H  -0.87686  -1.43117  -0.73677  0.007
H  0.21276  0.20005  1.89887  0.010
Br  0.62453  -0.24942  -1.98364  0.552
N  -0.41814  0.76780  1.23014  -0.596

Energy above the lowest of the compared OMol25 structures with the same formula, charge and spin, eV: 3.380
E_tot, hartree: -5258.535244
Frontier orbital gap (spin up / spin down), hartree: 0.31631 / 0.30066
Max |F|, eV/A: 4.22